No. 1
A cluster of 2 separate species, C5H13NO in total. Source: the Open Molecules 2025 dataset; level of theory: ωB97M-V/def2-TZVPD.

Geometry (Å):
C  1.925114  0.903844  0.357447
C  1.192497  -0.134842  -0.063611
C  0.089487  -0.601183  0.942966
C  -1.206287  -0.322059  0.330304
N  -2.314844  -0.358382  1.283317
C  -3.596056  -0.045808  0.673747
H  1.876601  1.285043  1.376097
H  2.664918  1.549200  -0.123145
H  1.200504  -0.567465  -1.015525
H  0.301535  -1.682219  0.900780
H  0.177488  -0.255564  1.990901
H  -1.419302  0.731956  -0.018065
H  -1.393070  -0.833248  -0.603500
H  -2.161849  -1.070147  1.988640
H  -3.464314  0.385165  -0.291575
H  -4.244200  0.541181  1.243251
H  -4.245910  -0.855535  0.757713
O  3.723212  0.363111  -2.827449
H  2.811448  0.480405  -2.513202
H  3.885826  1.095298  -3.501113

Atomic forces in eV per Å
C 0.6366 0.4053 -0.1178
C -0.3615 2.4918 3.6796
C 2.5261 -1.2957 -1.3733
C -3.1362 2.7758 -0.1678
N 1.0538 -0.0083 0.1433
C 0.9681 -0.9813 1.3332
H -0.6575 -0.4140 0.0766
H -0.0722 -0.8499 -0.8159
H 0.0834 -0.5496 -1.3074
H -0.6844 -0.1003 0.6875
H 0.2019 0.1776 -0.8218
H 1.6479 -0.4229 0.0599
H 0.0581 -1.1288 -0.2691
H -1.0378 -0.0996 -0.3453
H -0.0847 -0.0449 -0.7445
H -0.2485 2.3627 1.2917
H -0.8925 -2.3415 -1.3200
O 0.0599 1.3799 -1.1829
H 0.4505 0.1191 -0.2371
H -0.5109 -1.4754 1.4309

## Properties
**HOMO level**: -8.1 eV
**LUMO energy**: 0.03257 hartree
**Orbital gap**: 9.0165 eV
**Energy above the lowest of the compared OMol25 structures with the same formula, charge and spin**: 74.2 kcal per mole
**Spin multiplicity**: 1

No. 2
A cluster of 2 separate species, C5H13NO in total. Source: the Open Molecules 2025 dataset; level of theory: ωB97M-V/def2-TZVPD.

Geometry (Å):
C  1.108330  -1.356166  1.120114
C  1.849994  -2.291234  0.188140
N  2.970364  -1.726363  -0.419632
O  1.562459  -3.453081  0.006866
H  1.342507  -0.338628  0.807380
H  1.351568  -1.572135  2.153553
H  0.036277  -1.456799  0.980627
H  3.310391  -2.093567  -1.298862
H  3.426256  -0.930816  -0.003066
C  -0.400412  1.810980  -0.721510
C  -1.353348  0.817647  -0.031413
C  -2.799639  1.327120  -0.061867
H  0.362260  1.359101  -1.355667
H  -0.097982  2.597332  -0.036886
H  -0.974704  2.328115  -1.506538
H  -1.199475  -0.184350  -0.420731
H  -1.006119  0.770652  1.007364
H  -2.953291  2.179739  0.592104
H  -3.006819  1.681907  -1.078225
H  -3.528609  0.530554  0.078255

Atomic forces in eV per Å
C 0.0166 0.1726 -0.7216
C 1.0537 -0.2326 -0.0010
N -0.5882 0.0256 0.0674
O -0.4635 0.2269 -0.2552
H 0.0941 0.1207 0.5352
H 0.1052 0.1248 0.1578
H -0.0169 -0.3651 0.0606
H 0.1026 -0.1847 0.5483
H -0.2341 0.0568 -0.3556
C -1.2938 0.2109 -1.2055
C 0.6429 0.7002 0.7137
C 0.2498 -0.4677 -1.1502
H 0.5997 -0.0942 0.7970
H 0.6052 -0.1103 -0.0492
H -0.0707 0.1008 0.2328
H -0.4376 -0.0656 -0.3002
H -0.2423 -0.2565 0.0196
H -0.0914 -0.1137 0.2750
H -0.0004 0.0675 0.0620
H -0.0309 0.0835 0.5691

## Properties
**HOMO level**: -9.8 eV
**LUMO energy**: 0.03038 hartree
**Orbital gap**: 10.6472 eV
**Energy above the lowest of the compared OMol25 structures with the same formula, charge and spin**: 12.6 kcal per mole
**Spin multiplicity**: 1

No. 3
A cluster of 2 separate species, C5H13NO in total. Source: the Open Molecules 2025 dataset; level of theory: ωB97M-V/def2-TZVPD.

Geometry (Å):
C  0.186100  -1.169021  2.789669
C  0.877748  -0.773161  1.438415
C  0.251243  -1.372207  0.088374
N  1.309198  -1.649878  -0.826873
O  -0.907603  -1.380068  -0.144025
H  -0.849745  -0.645083  3.025016
H  0.905958  -0.939108  3.539378
H  -0.083084  -2.236156  2.920132
H  1.059472  0.362095  1.269543
H  1.904639  -1.220166  1.349389
H  1.156333  -2.223756  -1.660539
H  2.319938  -1.433542  -0.564964
C  -1.604810  1.507125  -1.900756
C  -0.483278  2.229113  -1.300409
H  -2.647816  1.546101  -1.537986
H  -1.628422  1.811148  -2.994030
H  -1.264939  0.438924  -1.900632
H  -0.631436  2.362533  -0.283053
H  -0.295102  3.202059  -1.926273
H  0.425605  1.583047  -1.380373

Atomic forces in eV per Å
C -2.1272 0.6709 -0.7954
C 0.4331 -0.3840 -1.3829
C 3.5360 1.9040 1.0255
N 0.5460 0.0091 0.6825
O -1.5651 -0.8685 -0.6221
H 2.3372 -0.6144 -0.7220
H 0.2568 0.3353 0.9222
H 0.5059 0.3926 -0.6192
H -0.7266 -1.8161 0.4836
H -0.7438 0.4734 0.9817
H -0.0529 0.6137 0.5574
H -2.3924 -0.6972 -0.5046
C -0.8221 -2.2703 -2.9806
C 2.0999 1.6710 -1.9817
H 0.7591 0.3675 0.2858
H -0.3342 -0.5947 1.0606
H -1.0624 0.5922 -0.1036
H -0.1010 0.9384 1.9971
H -0.0899 -1.4641 1.8157
H -0.4563 0.7415 -0.1000

## Properties
**HOMO level**: -9.8 eV
**LUMO energy**: 0.03023 hartree
**Orbital gap**: 10.6489 eV
**Energy above the lowest of the compared OMol25 structures with the same formula, charge and spin**: 34.5 kcal per mole
**Spin multiplicity**: 1